Record 1
A structure of composition C50H61MnN6O6P2S3, computed with ωB97M-V/def2-TZVPD.

```
129
Properties=species:S:1:pos:R:3:mulliken_spin:R:1
Mn -0.45589 -0.17202 0.52844 4.430
O -1.97083 1.46457 3.20368 0.018
C -1.96953 1.74601 1.99128 -0.089
C -1.54591 3.14013 1.60453 0.145
C -1.17690 4.00285 2.63368 0.013
C -0.92832 5.34052 2.37907 0.002
C -1.07127 5.83109 1.08554 0.003
C -1.44172 4.98362 0.05427 -0.001
C -1.67540 3.63131 0.29528 -0.042
P -1.95071 2.39688 -1.00985 0.144
C -2.75703 3.35061 -2.33156 0.007
C -4.13947 3.45219 -2.45605 0.005
C -4.69647 4.16332 -3.50950 0.000
C -3.87977 4.78735 -4.44158 0.001
C -2.49940 4.68365 -4.33005 0.000
C -1.94381 3.95397 -3.28983 0.001
C -3.16841 1.28067 -0.24517 -0.018
C -4.41870 1.40254 0.67101 -0.009
C -5.75377 1.13192 0.06240 -0.003
C -5.83076 0.36053 -1.02414 0.004
C -4.62909 -0.15380 -1.66879 0.008
C -3.40957 0.24903 -1.30448 -0.010
H -1.10859 3.59196 3.63251 0.000
H -0.63962 6.00365 3.18543 0.000
H -0.89695 6.88032 0.87923 0.000
H -1.54825 5.37520 -0.95016 0.000
H -4.78484 2.96294 -1.73348 0.000
H -5.77364 4.22415 -3.60252 0.000
H -4.31773 5.33895 -5.26412 0.000
H -1.85594 5.15175 -5.06440 0.000
H -0.86704 3.83625 -3.22729 0.003
H -4.40206 2.35070 1.22403 0.000
H -6.64195 1.55585 0.51825 0.000
H -6.79364 0.12112 -1.46149 0.000
H -4.72234 -0.85369 -2.48981 0.001
H -2.55466 -0.11970 -1.86001 -0.034
O 2.05779 -1.66729 5.95473 0.000
S 2.80907 -0.87785 4.97204 -0.001
O 4.17865 -1.27834 4.80076 0.000
N 1.96917 -0.83469 3.61624 0.008
C 1.54241 0.40718 3.31270 0.046
O 0.78255 0.69124 2.39230 -0.069
C 2.02460 1.44184 4.29545 0.008
C 1.80780 2.80633 4.25713 0.003
C 2.33711 3.56811 5.29223 0.000
C 3.05196 2.97208 6.33001 0.000
C 3.26064 1.59790 6.36687 0.000
C 2.72689 0.85827 5.33101 -0.002
H 1.24185 3.24441 3.44482 0.000
H 2.19170 4.64064 5.29515 0.000
H 3.45137 3.59143 7.12311 0.000
H 3.81790 1.13224 7.16829 0.000
N -3.83164 0.28519 1.49446 0.016
C -2.46991 0.76439 1.03968 0.001
H -3.93141 0.46316 2.49220 0.001
C 3.53454 -1.15849 -3.83532 -0.001
C 2.44446 -1.37862 -2.78306 -0.007
C 2.53021 -2.82888 -2.28292 -0.005
C 1.06197 -1.25019 -3.44939 0.024
P 2.45781 -0.23776 -1.27121 0.178
N 1.13100 -0.33914 -0.52177 -0.041
C 3.91673 -0.73464 -0.15537 0.009
C 4.13317 0.39491 0.86329 -0.002
C 3.48938 -1.96807 0.66386 0.043
C 5.25562 -1.02472 -0.83948 -0.001
C 2.74925 1.53645 -1.89154 0.017
C 4.16442 1.89904 -2.34994 0.000
C 1.78326 1.76269 -3.06443 0.008
C 2.30607 2.52388 -0.79418 0.042
H 3.43831 -1.93454 -4.60192 -0.001
H 4.54481 -1.22218 -3.42910 0.000
H 3.42853 -0.19889 -4.34184 0.000
H 2.28227 -3.49293 -3.11547 0.000
H 1.80674 -3.00919 -1.48563 -0.002
H 3.52574 -3.09880 -1.93359 -0.002
H 0.87330 -2.13767 -4.05882 0.000
H 0.98987 -0.39104 -4.11250 0.002
H 0.27299 -1.17973 -2.70114 -0.006
H 3.18657 0.72544 1.29058 0.005
H 4.63585 1.25569 0.42469 -0.001
H 4.76804 0.02115 1.67222 0.000
H 2.43477 -1.89516 0.93891 0.002
H 4.07657 -2.01606 1.58510 0.001
H 3.64764 -2.89862 0.12207 0.002
H 5.60278 -0.19921 -1.46142 0.000
H 5.21673 -1.92166 -1.45648 0.000
H 6.01392 -1.19605 -0.06768 -0.001
H 4.55471 1.21964 -3.10807 0.001
H 4.87088 1.92647 -1.52024 0.000
H 4.14539 2.90284 -2.78884 -0.001
H 2.09691 1.24883 -3.97225 -0.001
H 1.75804 2.83399 -3.28948 0.001
H 0.77144 1.44307 -2.80988 -0.003
H 3.05030 2.65390 -0.01241 0.004
H 1.37055 2.19891 -0.33612 0.035
H 2.13978 3.50414 -1.25276 0.000
O -1.84046 -2.79457 -5.53397 0.000
S -2.81029 -3.00128 -4.49048 -0.001
O -4.18840 -2.71936 -4.80489 0.000
N -2.36885 -2.25390 -3.11377 -0.003
C -2.12847 -3.09893 -2.13599 -0.013
S -1.69092 -2.69864 -0.56657 0.048
C -2.28846 -4.54479 -2.53716 0.001
C -2.09969 -5.68769 -1.77831 0.005
C -2.31082 -6.92103 -2.37994 0.000
C -2.70306 -7.01126 -3.71439 0.000
C -2.89101 -5.86435 -4.47568 0.000
C -2.67366 -4.65010 -3.85628 0.000
H -1.79455 -5.59374 -0.74443 0.001
H -2.16879 -7.82853 -1.80594 0.000
H -2.86037 -7.98501 -4.16132 0.000
H -3.19276 -5.91676 -5.51341 0.000
N -0.03937 -3.04370 4.79465 -0.001
C 0.58004 -3.66207 3.55013 0.003
C -0.22399 -3.37886 2.29066 0.027
N -0.59911 -1.97409 2.23985 0.168
C -1.57733 -1.69786 3.28447 0.044
C -0.95199 -1.83131 4.65964 -0.002
H 0.74064 -2.72701 5.39708 0.001
H -0.54594 -3.76973 5.29046 0.000
H 0.68211 -4.72725 3.75697 0.000
H 1.56477 -3.21527 3.45929 -0.001
H -1.13124 -3.98358 2.22884 0.000
H 0.38444 -3.63508 1.42217 -0.004
H 0.24702 -1.44464 2.45068 -0.163
H -2.42711 -2.36913 3.14073 0.000
H -1.93836 -0.67149 3.19940 -0.002
H -1.69309 -1.91745 5.45355 -0.001
H -0.32086 -0.97297 4.86396 0.001
```

Properties
Total charge: -1
Multiplicity: 6
ΔE to the lowest compared entry with this formula, charge and spin in eV: 0.000
<S²>: 8.7602
Kohn-Sham gap (spin up / spin down) in Ha: 0.2200 / 0.2366

Record 2
A structure of composition C38H48ClN4O2PPbS2Se at a distorted geometry, computed with ωB97M-V/def2-TZVPD.

```
98
Properties=species:S:1:pos:R:3:lowdin_charge:R:1
Pb -1.89384 0.56377 0.88084 0.804
N 1.01558 1.62453 -1.52282 0.015
C 1.48932 0.81945 -2.63171 -0.247
C 1.09189 -0.66656 -2.30947 -0.186
N -0.29969 -0.66708 -1.85084 -0.105
C -1.36986 -1.26200 -2.68709 -0.190
C -2.69283 -0.46037 -2.57340 -0.275
N -3.31434 -0.51405 -1.30988 -0.059
H 0.01216 1.46857 -1.45019 0.001
H 1.09780 2.59907 -1.78607 0.064
H 2.50985 0.86282 -2.74959 0.071
H 1.15522 1.13958 -3.59190 0.082
H 1.76966 -1.02731 -1.58261 0.077
H 1.20054 -1.31697 -3.17487 0.107
H -0.48634 -1.10916 -0.96631 -0.016
H -1.33216 -2.31466 -2.41553 0.100
H -1.12510 -1.06851 -3.72955 0.108
H -3.41923 -0.91534 -3.31410 0.127
H -2.51422 0.57276 -2.79428 0.086
H -3.89130 -1.32072 -1.25283 0.058
H -3.79511 0.31716 -1.16128 -0.031
Cl -2.60226 -3.08786 0.72768 0.698
C -1.96857 -4.72013 0.80258 -0.651
C -2.86799 -5.73773 1.07078 -0.112
C -2.45376 -7.05544 1.11282 -0.088
C -1.10751 -7.30308 0.98059 -0.100
C -0.18490 -6.28179 0.83140 -0.078
C -0.64154 -4.96889 0.63713 -0.397
P 0.56299 -3.60055 0.31323 1.086
C 0.61973 -2.76725 1.92223 -0.403
C 0.21287 -3.28863 3.16474 -0.090
C 0.34729 -2.52023 4.30580 -0.101
C 0.88878 -1.24574 4.29591 -0.071
C 1.33519 -0.78711 3.08151 -0.092
C 1.21139 -1.49931 1.90642 -0.128
C 2.17031 -4.41387 0.23171 -0.409
C 2.40374 -5.21103 -0.90515 -0.124
C 3.62255 -5.84120 -1.03898 -0.099
C 4.55938 -5.82464 -0.01638 -0.080
C 4.35272 -4.94426 1.07311 -0.077
C 3.17520 -4.22376 1.17567 -0.085
H -3.84632 -5.40372 1.35470 0.097
H -3.23784 -7.81755 1.20702 0.116
H -0.79779 -8.39919 0.98806 0.128
H 0.94209 -6.44516 0.72776 0.124
H -0.11864 -4.30801 3.27623 0.106
H -0.03672 -3.09170 5.18487 0.119
H 1.03759 -0.74766 5.26868 0.118
H 1.90431 0.11104 2.93946 0.086
H 1.55050 -1.00736 1.01365 0.093
H 1.58192 -5.18785 -1.61170 0.103
H 3.76468 -6.59614 -1.83802 0.114
H 5.42339 -6.48490 0.02746 0.102
H 5.09023 -4.81873 1.85527 0.100
H 2.93180 -3.68557 2.13054 0.119
O -0.54554 2.00972 2.72054 -0.670
S 0.13350 3.24079 3.20420 0.982
C -0.32859 4.48795 1.96235 -0.310
C -0.27655 4.09219 0.49726 -0.240
C -1.02547 5.13431 -0.34181 -0.195
C -2.55266 4.74925 -0.48065 -0.336
S -2.81296 3.47892 -1.68401 0.916
O -1.78272 2.46011 -1.38582 -0.684
C -2.24364 4.08552 -3.34904 -0.320
C -1.06232 3.56182 -3.84865 -0.090
C -0.56711 4.05805 -5.03553 -0.068
C -1.35091 4.99226 -5.71943 -0.106
C -2.51272 5.48300 -5.21705 -0.123
C -3.01330 5.08570 -4.00068 -0.071
C 1.79580 3.10903 2.67398 -0.395
C 2.14600 2.30909 1.54929 -0.082
C 3.50142 2.22936 1.31955 -0.097
C 4.47598 2.85654 2.06769 -0.096
C 4.09995 3.63111 3.14673 -0.080
C 2.73792 3.75529 3.49582 -0.069
H 0.20270 5.38817 2.11141 0.087
H -1.33389 4.69641 2.24362 0.078
H -0.83386 3.15931 0.22008 0.059
H 0.77115 4.15718 0.19703 0.110
H -0.64197 5.15000 -1.38344 0.107
H -0.92607 6.17490 -0.04791 0.108
H -3.05798 5.59355 -0.91877 0.076
H -3.06112 4.39211 0.43486 0.031
H -0.50717 2.79299 -3.24132 0.099
H 0.39910 3.69776 -5.40339 0.111
H -0.97662 5.43784 -6.66266 0.115
H -3.06037 6.25429 -5.84166 0.130
H -3.89079 5.52478 -3.50720 0.117
H 1.56599 1.70417 0.85847 0.083
H 3.87961 1.82025 0.37687 0.113
H 5.54253 2.64407 1.89234 0.114
H 4.92513 4.09071 3.70070 0.107
H 2.41170 4.36060 4.29136 0.087
N -2.67602 -0.42311 3.17068 -0.064
H -2.61098 -1.42157 3.41132 0.025
H -3.58422 -0.07313 2.98389 -0.112
H -2.29105 0.08454 3.96888 0.035
Se -4.09473 1.86420 1.34678 -0.197
```

Properties
Total charge: 0
ΔE to the lowest compared entry with this formula, charge and spin in eV: 1.864
Kohn-Sham gap in Ha: 0.2442

Record 3
A cluster of 4 separate species, C30H57Br2INO14S3 in total at a distorted geometry, computed with ωB97M-V/def2-TZVPD.

```
108
Properties=species:S:1:pos:R:3:lowdin_charge:R:1
C -2.73364 0.08743 1.97046 -0.068
C -2.52518 0.02581 0.43986 -0.229
C -1.23188 -0.68740 0.00090 -0.170
C -0.47295 0.08800 -1.08731 -0.120
C 1.04946 0.05429 -1.06038 -0.291
N 1.75989 -1.05007 -1.79805 -0.001
O 1.02708 -1.74574 -2.76190 -0.062
C 0.82481 -0.93618 -3.92797 -0.103
C 1.99254 -0.97960 -4.94495 -0.314
C 2.41632 0.45836 -5.25982 -0.054
C 3.15282 -1.88973 -4.52624 -0.389
C 4.31092 -1.66219 -5.51867 -0.061
C 2.76577 -3.36282 -4.67967 -0.054
C 2.31479 -1.95585 -0.73185 -0.147
C 1.89933 -3.42784 -0.77985 -0.286
C 2.76827 -4.29133 0.10962 -0.043
C 0.39954 -3.71878 -0.54245 -0.156
C -0.05517 -3.85994 0.89756 -0.253
C -1.52120 -4.29155 0.93325 -0.088
C 2.34168 -1.18016 0.59796 -0.242
C 3.69643 -1.42558 1.26297 -0.273
C 4.15364 -0.58482 2.44958 -0.746
C 5.68206 -0.75127 2.56907 -0.123
Br 3.33683 -1.18555 4.12576 0.714
C 1.89389 0.25637 0.20281 -0.540
I 3.70625 1.33324 -0.55267 1.129
C 1.28492 1.14048 1.27749 -0.171
C 1.42040 2.63646 1.06906 -0.813
O 2.02669 3.38027 1.79162 0.028
Br 0.46153 3.41521 -0.46370 0.785
H -2.64601 1.12189 2.29545 0.066
H -3.74460 -0.20933 2.21638 0.068
H -1.99372 -0.46905 2.53547 0.065
H -3.34663 -0.52301 0.01081 0.096
H -2.59347 1.03159 0.05740 0.076
H -1.56654 -1.62467 -0.41601 0.089
H -0.62291 -0.89423 0.87201 0.081
H -0.74840 1.13128 -1.05644 0.049
H -0.84588 -0.27523 -2.03574 0.118
H 1.29205 0.93598 -1.64559 0.058
H 2.48851 -0.54688 -2.31440 0.113
H 0.58932 0.09691 -3.69310 0.115
H -0.06333 -1.34020 -4.39431 0.148
H 1.61480 -1.38227 -5.87949 0.145
H 2.92795 0.53757 -6.20616 0.082
H 2.99254 0.89916 -4.44895 0.084
H 1.51763 1.06281 -5.35115 0.083
H 3.56382 -1.66054 -3.54063 0.122
H 4.85409 -0.74929 -5.31242 0.081
H 3.86235 -1.51480 -6.49674 0.086
H 4.95729 -2.52595 -5.58102 0.084
H 2.70159 -3.55203 -5.74531 0.091
H 1.83574 -3.61934 -4.19108 0.071
H 3.59377 -3.96778 -4.32804 0.086
H 3.37121 -2.01119 -0.99419 0.141
H 2.09118 -3.75837 -1.79656 0.125
H 2.59704 -4.12432 1.16573 0.076
H 3.82904 -4.14548 -0.06856 0.093
H 2.53009 -5.33011 -0.08113 0.101
H -0.19157 -2.99858 -1.09240 0.092
H 0.21683 -4.68189 -1.01299 0.129
H 0.00132 -2.93791 1.46869 0.086
H 0.49397 -4.61669 1.44392 0.107
H -1.65405 -5.29556 0.55047 0.080
H -1.85786 -4.32127 1.96502 0.078
H -2.16861 -3.58235 0.43341 0.064
H 1.60975 -1.48835 1.34523 0.138
H 3.75120 -2.44906 1.60419 0.097
H 4.48388 -1.31892 0.52281 0.081
H 3.97702 0.47588 2.36141 0.044
H 6.03200 -1.54899 1.92708 0.078
H 6.15229 0.15227 2.19538 0.081
H 5.99693 -0.92896 3.58474 0.056
H 1.72057 0.93680 2.24756 0.114
H 0.21368 0.97609 1.38498 0.123
C -6.42988 2.73851 2.10840 -0.156
C -6.76100 2.24049 3.50070 -0.159
O -7.86432 1.34850 3.30500 -0.180
S -7.71632 0.62395 1.88796 0.593
O -7.11943 -0.64871 2.07943 -0.221
O -8.93086 0.77733 1.18045 -0.204
O -6.61062 1.59503 1.26292 -0.245
H -7.12571 3.51714 1.78845 0.137
H -5.41041 3.10716 2.02615 0.133
H -7.04058 3.03937 4.17979 0.137
H -5.93385 1.67319 3.92836 0.131
C 1.89387 3.01184 5.27700 -0.168
C 2.58464 4.14197 6.00809 -0.155
O 1.55161 5.11476 6.20090 -0.180
S 0.14748 4.38119 6.39969 0.594
O -0.14384 4.27865 7.77822 -0.204
O -0.77053 4.94659 5.48079 -0.219
O 0.59097 2.93480 5.86776 -0.187
H 1.77620 3.24104 4.22396 0.102
H 2.42225 2.06697 5.38789 0.123
H 3.40513 4.57108 5.44063 0.137
H 2.94735 3.82289 6.98717 0.137
C -4.01415 4.08093 -2.47534 -0.157
C -5.16145 3.71204 -3.39050 -0.153
O -5.24072 2.28250 -3.29556 -0.175
S -4.82932 1.81147 -1.82243 0.611
O -5.99031 1.58990 -1.04903 -0.189
O -3.83726 0.80182 -1.92668 -0.231
O -4.14318 3.18672 -1.35927 -0.195
H -3.04865 3.89923 -2.95223 0.131
H -4.06244 5.11151 -2.13624 0.138
H -4.99027 4.01241 -4.41958 0.138
H -6.10606 4.13261 -3.04110 0.139
```

Properties
Total charge: +1
Kohn-Sham gap in Ha: 0.3342